# 1
74
Properties=species:S:1:pos:R:3:forces:R:3:mulliken_charge:R:1 method="wB97M-V/def2-TZVPD" charge=+2 e_homo_ev=-13.8 orbital_gap_ev=8.564 max_force_ev_per_a=0.5
H -2.3793 -2.3980 -1.2908 0.012 -0.028 -0.004 0.342
C -0.3222 4.6156 2.0433 0.060 0.101 0.083 -1.246
H 1.9910 -3.0358 3.3926 -0.040 0.216 0.021 0.449
H -0.7549 0.3005 -6.1827 -0.047 -0.005 0.018 0.447
S 2.4690 -1.2812 5.0443 0.091 -0.176 0.075 -0.047
C 1.3532 0.1379 3.3102 -0.197 -0.032 -0.493 0.038
H -3.7375 -2.0102 2.1805 0.019 -0.008 0.021 0.268
H 0.2574 2.5128 -6.0890 0.012 0.004 0.004 0.355
N 3.1813 2.3556 -2.2776 -0.118 0.390 0.026 0.475
H -3.4835 -1.0439 -1.2647 -0.061 -0.008 -0.050 0.494
C 5.3395 -0.6619 -3.8008 0.012 -0.056 0.041 -0.707
H -1.7107 0.5761 -1.3800 0.027 -0.255 -0.013 0.195
H -1.2979 0.4135 -4.5081 0.052 0.017 0.005 0.125
C 2.9577 3.3518 -1.2006 0.229 -0.057 -0.237 0.349
H 3.4897 -1.5789 -1.1954 -0.054 -0.031 0.022 0.081
C -1.3805 -0.4629 -1.3531 -0.134 0.049 -0.023 -0.504
C -0.9313 2.8973 -0.1366 0.098 -0.062 -0.172 0.331
H -1.7988 4.6344 -1.0122 0.034 -0.010 0.055 0.487
C 3.8814 -0.4593 -4.1896 0.071 0.004 0.279 -0.571
C -0.9748 5.0847 0.9236 -0.041 0.020 -0.039 -0.625
H -1.2647 6.1264 0.8740 0.014 -0.049 -0.003 0.435
N 3.1848 -0.2965 -2.8800 0.353 -0.367 -0.063 0.350
H 2.0948 1.1207 5.1460 -0.037 -0.134 -0.074 0.328
C -0.2971 2.2079 -5.2005 -0.009 -0.069 -0.003 -0.826
H 3.3877 5.4881 -1.2289 -0.033 -0.014 -0.048 0.461
H 1.5198 -0.0136 -5.5666 0.045 0.030 0.011 0.420
C 5.2407 -1.4532 -2.4948 -0.013 0.017 -0.076 -0.727
H 3.4952 -1.3420 -4.7006 -0.054 -0.030 0.003 0.373
H 5.8272 0.3001 -3.6275 -0.020 -0.009 0.001 0.163
N 0.2085 1.1301 1.3243 0.058 0.109 -0.073 0.076
C 4.2246 4.3969 -2.9386 -0.033 -0.034 0.082 -0.786
H 6.1409 -1.3902 -1.8883 0.031 -0.027 -0.005 0.390
N -3.7038 -1.8766 1.1819 0.155 0.009 -0.052 -0.369
H 1.1590 3.3532 -4.0277 -0.006 -0.074 0.004 0.108
H 3.7193 3.2421 -0.4244 0.024 -0.060 0.002 0.328
N 1.3304 -1.1262 2.7758 -0.004 0.006 0.124 -0.038
C 0.0187 3.2693 2.0423 0.100 -0.096 0.291 0.862
Bi 0.3963 -0.7126 0.0201 0.076 -0.070 -0.099 1.287
P 2.2907 1.0151 -2.5255 0.072 -0.155 0.036 -1.331
H 1.9844 3.2184 -0.7450 -0.209 -0.043 0.050 -0.506
C -2.5155 -1.3859 -0.9004 0.096 0.102 0.011 -1.049
H 5.2009 4.4491 -2.4523 -0.037 -0.013 -0.023 0.348
C 0.5402 2.4564 -3.9510 0.087 -0.112 -0.153 0.183
H -1.1515 2.2592 -0.9811 0.057 0.169 0.115 -0.312
H 2.1884 4.9642 -2.4176 0.050 -0.034 0.019 0.241
H 4.2316 5.0950 -3.7733 0.007 0.001 0.019 0.367
C 3.1204 4.6855 -1.9166 0.043 0.062 -0.041 -0.739
C 1.9388 0.2439 4.5308 0.120 0.211 0.308 -0.609
N 1.3776 1.2355 -3.8520 -0.288 0.110 -0.105 0.650
H -1.2328 2.7631 -5.1793 0.002 0.001 -0.036 0.403
C -0.4971 0.6905 -5.2000 0.014 0.026 -0.027 -0.639
H 3.3470 2.9425 -4.3190 -0.001 0.003 0.038 0.383
H -0.0841 5.2650 2.8779 -0.042 -0.056 -0.064 0.459
N 0.6498 2.4779 2.9961 0.041 0.262 0.081 -0.030
C -0.2627 2.4164 0.9872 -0.023 -0.385 -0.133 0.253
H 4.3457 -0.0354 -1.1035 0.003 0.060 -0.022 0.382
O -1.5410 -1.2940 1.2891 -0.082 -0.089 -0.055 -0.592
C 4.0369 -0.8383 -1.7781 -0.044 0.050 -0.311 -0.480
H 5.8944 -1.1890 -4.5742 0.042 0.012 0.011 0.459
H 4.8671 2.4141 -3.5932 -0.006 -0.040 0.020 0.064
H -1.0273 -0.7262 -2.3556 -0.033 0.032 0.129 0.188
H -0.1003 2.5659 -3.0701 -0.001 -0.028 0.046 -0.297
H -4.5289 -2.0798 0.6439 -0.014 0.030 -0.039 0.214
H 0.9631 2.7888 3.8998 0.009 0.020 0.048 0.261
C 1.8894 -1.9730 3.5927 -0.055 0.074 -0.088 -0.239
H 0.7680 -0.7927 -4.1763 0.015 0.043 -0.003 0.449
C 0.7515 1.2253 2.5374 -0.149 -0.066 -0.065 0.506
H 3.7213 0.4041 -4.8359 -0.004 -0.009 0.069 0.363
C 0.8507 0.1502 -4.7215 -0.147 0.220 0.142 -0.645
O 1.5452 0.7514 -1.2184 -0.191 0.177 0.117 -0.088
C -1.2782 4.2329 -0.1512 0.003 0.007 -0.006 -0.984
C -2.5660 -1.5127 0.6063 0.062 0.075 0.104 0.742
H 5.0525 -2.5062 -2.7102 -0.003 0.011 0.000 0.352
C 3.9440 2.9614 -3.4025 -0.067 0.057 0.166 -0.301

# 2
77
Properties=species:S:1:pos:R:3:forces:R:3:mulliken_charge:R:1 method="wB97M-V/def2-TZVPD" multiplicity=2 charge=+1 e_homo_ev="-11.9 / -11.9" orbital_gap_ev="7.628 / 2.880" max_force_ev_per_a=3.6 s_squared=0.756
H 0.0368 2.2923 -0.6451 0.478 -0.060 0.148 0.241
H -4.5109 -2.1084 0.2035 -0.273 -0.350 0.535 0.380
C -2.9469 4.1821 -4.1963 -1.021 0.674 -0.432 -0.463
Br 4.4075 4.6417 -3.0660 -0.384 0.087 -0.140 -0.061
C 2.6629 -3.0389 -1.9641 -0.879 -0.521 -0.146 -0.568
C -1.1871 4.3316 -5.7827 -0.203 -0.125 0.398 -0.307
H -0.8286 0.5388 0.7963 -0.027 -0.070 -0.167 0.229
H -3.0958 5.5379 -5.8743 0.501 0.247 0.124 0.372
O -1.9368 3.2849 -3.7992 -0.253 -0.898 0.429 -0.324
C 0.4781 1.3251 -0.8859 -0.608 -0.275 1.465 -0.748
C -0.9510 3.2710 -4.6700 2.097 -1.016 -1.644 0.683
H 0.6955 -3.9965 -1.5348 -0.127 0.208 0.054 0.254
O 1.3252 3.6502 4.2232 -1.303 -1.707 -2.140 -0.369
H 2.3644 3.4662 -3.6769 -0.584 0.506 -0.237 0.288
H -0.9969 0.1603 4.2215 -0.310 -0.049 0.148 0.196
H -4.6753 -4.8654 -1.1095 -0.319 -0.142 0.063 0.251
C -0.4734 -0.5717 -1.9095 0.841 -1.901 -2.448 0.062
H 0.9570 -3.4627 3.4804 0.069 0.139 0.063 0.255
H 2.8630 4.6745 5.1575 -0.778 0.598 0.119 0.294
C 2.1752 3.8465 5.3291 1.561 -1.051 -0.857 -0.422
O 0.2505 -2.5966 5.2054 0.477 -0.552 0.984 -0.371
H 3.9995 2.7985 4.6342 -0.128 0.109 0.146 0.321
C -2.6565 -2.9803 -0.2018 0.073 -2.990 1.415 0.800
H -0.7793 -1.7156 2.2720 -0.121 0.125 -0.050 -0.381
H 4.6504 -3.0887 -0.9440 -0.353 -0.279 0.414 0.306
C 0.0427 -2.9869 3.8352 0.223 1.359 0.203 -0.447
C 2.4617 4.4809 -3.2908 0.952 0.304 -0.254 -0.233
O -0.7269 -1.4471 -2.7213 -0.154 0.728 0.785 -0.673
C -4.1098 -2.9040 -0.4244 -2.031 2.165 -1.608 -1.006
C 3.9790 -3.6712 -1.5749 -0.132 1.409 -1.260 -0.397
H -3.2410 3.9241 -6.3558 0.065 -0.462 0.279 0.280
H -2.1425 -2.1097 0.2055 -0.129 -0.352 -0.142 -0.416
Br 1.8497 5.8579 -4.6065 0.365 -1.032 1.127 0.003
O -1.7764 -4.5906 1.4848 -0.566 0.170 -0.459 -0.567
O 0.6061 1.8529 2.8729 1.926 1.854 2.354 -0.530
H 2.3500 -3.4209 -2.9358 0.359 0.207 -0.216 0.326
H -0.9276 1.3952 -2.4908 0.266 -0.067 -0.498 -0.086
H 0.6724 -1.0489 2.9909 0.071 -0.003 0.261 -0.130
C 1.5986 -3.6804 -1.0127 -0.304 1.374 -0.383 0.343
Br 1.6565 4.5481 -1.5420 -0.192 0.300 -0.530 0.013
C -0.2454 -1.5928 3.2143 -0.618 -1.461 -1.053 0.892
C 3.1123 2.6216 5.2422 -0.426 -0.437 2.492 -0.696
H 3.3458 2.4042 6.2845 0.850 -0.119 -0.125 0.340
H -3.9301 3.7117 -4.2107 0.106 -0.092 0.945 0.288
C 1.3241 2.3053 3.7801 -1.411 -0.248 -0.910 0.375
H -0.6174 5.2287 -5.5404 -0.059 -0.081 0.200 0.016
C 0.0041 0.2351 0.1618 1.510 1.352 -0.354 -0.017
H 2.8372 0.7718 4.1171 -0.179 0.004 0.000 0.320
C 2.3278 -4.8837 -0.5764 2.520 -0.519 -0.174 0.439
C -0.2988 -1.4003 5.5216 0.029 0.488 1.913 0.476
O -3.8801 -4.8461 0.7805 -0.186 -0.116 0.131 -0.387
O -0.1453 -0.8712 6.6202 -0.287 -1.124 -2.463 -0.611
H -2.0896 -1.2684 4.3330 0.002 0.014 0.064 0.410
C -2.7004 -4.2095 0.7968 1.497 0.639 0.542 0.428
H -0.8529 4.0245 -6.7737 0.013 -0.325 0.266 0.329
O 3.6141 -4.9241 -0.9466 -2.007 -0.764 0.922 -0.268
H 1.5666 1.3630 -0.9278 -0.098 0.278 0.352 0.257
H 0.7542 0.8592 -2.9347 -0.723 -0.181 -0.401 0.330
H -0.7530 -3.7287 3.7669 -0.231 0.301 -0.042 0.232
O -0.0444 2.4554 -4.5798 -0.806 1.505 -0.250 -0.570
C -4.7666 -4.2666 -0.2033 1.404 0.955 -0.094 -0.386
H 4.4573 -3.7614 -2.5502 0.609 -1.154 0.420 0.314
H -2.8363 4.9980 -3.4820 -0.645 0.312 -0.295 0.326
C 2.2698 1.5008 4.6956 -0.675 0.859 -1.604 -0.068
H 1.5900 0.9747 5.3658 0.262 0.043 0.479 0.067
H 2.7263 -1.9544 -2.0527 -0.416 -0.068 0.493 0.422
H -2.1247 -3.4490 -1.0298 0.213 0.566 -0.369 0.071
H 1.5714 3.9353 6.2323 0.258 -0.031 0.036 0.326
O 1.7774 -5.8004 0.0700 0.533 0.506 -0.427 -0.112
C -1.0555 -0.9250 4.3038 0.703 0.777 -0.102 -0.511
O -0.3068 -0.8918 -0.6357 -0.583 -0.718 0.939 0.030
H -4.3757 -2.5181 -1.4085 0.073 -0.171 -0.297 0.391
H 1.3073 -3.0239 -0.1928 -0.114 -0.265 0.307 -0.065
H -5.7985 -4.1690 0.1341 0.268 -0.390 0.225 0.364
C -2.6909 4.5503 -5.6535 0.130 0.462 -0.288 -0.635
H 0.8552 -0.0527 0.7789 -0.277 0.091 0.278 0.097
C -0.0485 0.8209 -2.1983 -0.379 0.452 0.340 0.387

# 3
92
Properties=species:S:1:pos:R:3:forces:R:3:mulliken_charge:R:1 method="wB97M-V/def2-TZVPD" charge=0 e_homo_ev=-7.8 orbital_gap_ev=8.056 max_force_ev_per_a=2.1
C 2.3965 1.7124 1.5963 0.491 -0.767 0.306 0.274
H -9.6805 3.7736 -6.2538 0.023 -0.051 0.070 0.225
C -10.4844 3.0637 -6.4098 0.093 -0.006 -0.019 -0.280
Cl 8.1338 -10.9831 -4.3480 -0.016 0.055 0.027 -0.152
Cl 8.9301 -10.4476 1.3119 -0.009 0.020 0.026 -0.157
P 3.9320 1.7448 2.5574 0.070 2.047 0.362 0.430
H 4.3391 3.2766 4.0269 0.076 0.248 -0.059 0.207
Cl -9.3735 2.6837 -2.3374 0.039 0.047 0.113 -0.132
Cl 3.8795 7.5017 4.4563 0.003 0.046 0.012 -0.168
H -1.8597 9.1884 3.3473 0.079 -0.045 0.000 0.289
H 3.2008 -3.4843 2.7112 0.083 -0.006 -0.033 0.350
C -3.3179 5.2709 1.5244 -0.537 -0.446 -1.375 -0.554
C 1.2080 1.9887 2.2647 -0.066 -0.075 -0.660 -1.111
H 5.8944 -11.6157 -4.0657 0.027 -0.078 -0.098 -0.274
C 2.4255 1.4220 0.2401 -0.115 0.053 -0.039 -0.529
C 3.4513 -2.4603 2.9615 -0.084 -0.062 -0.004 -0.364
C 7.4393 -9.5785 0.9484 0.003 0.033 0.127 -0.099
Cl 6.9906 -6.5325 5.7870 -0.013 0.033 0.016 -0.184
H 10.9647 -2.4780 5.2745 -0.048 -0.066 0.039 0.303
Cl -0.9076 8.7358 5.4508 -0.029 0.038 -0.001 -0.168
Cl -6.7770 7.3097 -1.2202 -0.053 0.025 -0.002 -0.187
Cl 10.7702 -4.3304 3.8405 0.028 0.012 -0.005 -0.152
C 4.2401 -9.0747 -3.5772 0.101 0.086 -0.004 0.076
H -11.3089 3.0308 -1.0446 0.072 0.025 0.070 0.335
Cl -5.9882 4.8533 -2.6133 -0.047 -0.008 -0.061 -0.143
H 7.6370 -8.5146 0.9869 0.056 -0.013 -0.090 0.048
C -10.7400 3.6321 -1.7434 0.013 -0.143 0.065 0.362
Cl -13.7989 4.9065 -4.0304 -0.174 0.241 0.191 -0.128
H 4.7498 -9.5677 -2.7572 -0.087 -0.037 0.023 -0.026
Cl -11.4856 3.0211 -4.9512 0.051 -0.141 -0.468 -0.122
C -3.0188 4.0661 -0.5411 0.060 0.216 0.397 -0.725
H -7.9296 6.1462 -2.9106 0.058 0.043 -0.019 0.374
Cl 3.4657 -6.8378 -7.2275 0.036 -0.046 0.089 -0.156
H -3.1798 3.9004 -1.5991 -0.048 0.227 0.006 0.319
H -7.9469 5.2716 -1.3615 0.496 0.119 -0.205 -0.110
C 1.2463 1.4297 -0.4961 0.257 0.163 0.263 -0.700
H 2.4894 -8.9710 -7.0663 0.037 0.024 -0.080 0.189
C 7.2710 -5.4802 4.3941 -0.091 -0.138 0.074 0.742
H 6.9495 -12.3009 -2.8039 0.097 -0.037 -0.024 0.212
H -11.3587 3.9219 -2.5821 0.051 0.059 -0.034 -0.357
C -1.9925 3.2463 1.5084 -0.565 0.441 -0.207 0.051
H -2.3760 4.4129 3.2501 0.002 -0.086 -0.025 0.292
Cl -14.1165 4.8139 -1.1208 0.009 0.022 0.025 -0.143
Cl 2.8806 -8.1537 -2.9296 0.021 0.015 0.005 -0.163
H 6.6890 -9.8487 1.6816 -0.005 -0.070 -0.040 0.301
H 1.2665 1.2319 -1.5602 -0.123 0.036 0.024 0.416
H 3.3748 1.2195 -0.2433 -0.059 -0.049 -0.024 0.452
N -1.2081 2.2696 2.1543 0.226 0.181 -0.255 -0.272
Cl 0.8760 -7.7394 -8.2522 -0.028 -0.025 0.025 -0.168
H 10.6559 -1.9966 3.5894 -0.064 -0.041 -0.049 0.274
Cl 8.6732 -2.4881 4.7514 0.091 0.242 0.029 -0.095
C -13.9292 5.8522 -2.5395 -0.055 0.097 -0.036 -0.284
Cl 3.7052 -10.3050 -4.7356 0.015 -0.018 0.005 -0.197
C 0.0282 1.9960 1.5269 0.230 -0.125 0.483 0.268
H 3.7830 0.8933 3.6742 0.013 -0.566 -0.483 0.066
H 4.9133 -8.3941 -4.0856 -0.066 0.010 -0.062 0.310
Cl -9.7823 1.4859 -6.7784 0.016 0.023 -0.028 -0.153
Cl 6.8258 -9.9786 -0.6655 -0.046 0.021 -0.057 -0.102
C 0.0607 1.7209 0.1573 -0.591 0.222 -0.076 0.733
H 1.5880 8.0044 4.3063 0.021 -0.052 0.047 -0.014
Cl -10.1989 5.1045 -0.9159 -0.628 0.011 0.186 -0.181
H -3.0900 8.8457 4.5856 0.020 -0.048 0.065 0.350
C -2.1293 8.5504 4.1806 -0.036 -0.013 0.042 -0.421
H -1.0897 2.4630 3.1388 -0.044 0.029 -0.008 0.290
Cl 1.7584 5.9859 3.1201 -0.042 -0.021 -0.033 -0.040
C 6.8457 -12.0932 -3.8631 -0.033 0.027 0.115 0.396
Cl 4.9497 -2.4549 3.9035 -0.007 0.022 0.046 -0.142
C 10.3928 -2.6897 4.3792 0.079 0.091 0.004 -0.306
H 1.2007 2.2111 3.3269 0.013 0.062 -0.041 0.297
C 2.3182 7.5801 3.6279 -0.082 0.044 -0.013 -0.072
C -3.5650 5.1471 0.1571 0.266 -0.637 -0.160 -0.414
C -7.3382 5.8498 -2.0523 0.082 -0.153 0.088 0.035
C -2.2362 3.1496 0.1413 0.519 -0.621 -0.100 0.902
H 4.9271 1.2614 1.6833 -0.339 -0.576 -0.007 0.061
H 2.4250 8.2045 2.7486 0.076 -0.055 -0.022 0.286
Cl 3.6150 -1.5344 1.4674 -0.047 -0.131 -0.001 -0.099
H 6.4899 -4.7310 4.3591 -0.057 -0.069 -0.037 -0.102
C 2.1133 -7.9576 -7.0084 -0.046 -0.040 0.024 -0.086
H 8.2377 -5.0154 4.4999 0.078 -0.132 -0.018 -0.323
H -13.0257 6.4402 -2.4222 0.043 -0.081 0.013 0.243
S -1.4918 1.7677 -0.7005 -0.052 -0.083 -0.167 -0.321
H -4.1766 5.8644 -0.3744 -0.002 0.025 0.105 0.343
N 4.2669 3.2131 3.0180 -0.026 -0.493 0.228 -0.689
H -11.1050 3.3717 -7.2426 -0.053 -0.065 0.023 0.314
H 1.6675 -7.7789 -6.0367 0.000 0.078 -0.021 0.216
H -14.7951 6.4995 -2.6109 -0.041 -0.065 0.006 0.332
H 2.6656 -2.0156 3.5612 0.050 0.072 0.003 0.259
C -2.5512 4.3209 2.1830 -0.035 0.091 0.472 -0.470
Cl 6.9153 -13.6190 -4.7498 -0.046 -0.001 0.015 -0.172
Cl -2.2476 6.8869 3.5954 0.464 0.878 0.663 -0.159
Cl 7.2498 -6.3887 2.8733 -0.023 0.058 -0.062 -0.138
H -3.7624 6.1241 1.9977 -0.074 -0.173 0.293 0.482